Computed, not measured: a 4-piece molecular cluster, C18H24B2F24O5P overall at a distorted geometry, with ωB97M-V/def2-TZVPD.

Last column: Löwdin charge in e.
Cartesian coordinates (Å):
C  8.004  -2.418  -1.989  -0.0698
C  6.913  -2.539  -3.057  -0.1779
B  5.908  -1.369  -2.977  -0.6168
O  5.919  -0.370  -3.830  0.2083
P  4.568  -1.491  -1.536  1.1920
B  3.468  -3.073  -1.995  -0.6099
C  3.689  -4.410  -1.267  -0.0032
O  2.569  -2.852  -2.981  0.1208
H  8.561  -3.324  -2.015  0.0797
H  7.587  -2.310  -1.014  0.0589
H  8.675  -1.616  -2.201  0.0844
H  7.322  -2.585  -4.047  0.1158
H  6.424  -3.482  -2.878  0.0932
H  5.453  0.408  -3.520  0.1211
H  3.798  -0.329  -1.395  0.0078
H  5.170  -1.782  -0.311  0.0202
H  4.217  -5.083  -1.918  0.0880
H  2.737  -4.836  -1.017  0.0867
H  4.296  -4.319  -0.394  0.0609
H  2.976  -3.078  -3.823  0.1354
C  -0.639  -1.743  0.859  -0.0369
C  -0.748  -0.618  -0.187  -0.4372
C  0.523  -0.240  -0.949  -0.2990
F  1.497  0.234  -0.130  0.0659
F  0.248  0.737  -1.838  0.1093
F  -1.278  0.476  0.381  0.1541
F  -1.629  -1.058  -1.128  0.0975
O  -0.496  -1.361  2.207  0.0671
C  0.739  -1.106  2.728  -0.5479
C  0.859  0.348  3.175  -0.2749
F  0.655  1.187  2.134  0.0853
F  2.102  0.573  3.649  0.1062
F  1.726  -1.445  1.860  0.1231
F  0.888  -1.877  3.813  0.1695
H  -1.601  -2.249  0.826  0.1512
H  0.102  -2.491  0.575  0.1421
H  0.913  -1.101  -1.504  0.1553
H  0.132  0.574  3.957  0.1834
C  -0.593  5.526  2.525  -0.0437
C  0.920  5.797  2.466  -0.4427
C  1.852  4.707  2.994  -0.3044
F  1.654  4.468  4.306  0.0944
F  3.140  5.104  2.849  0.0951
F  1.191  6.967  3.075  0.1412
F  1.234  5.946  1.146  0.1031
O  -1.312  6.090  3.599  0.0558
C  -1.414  5.435  4.794  -0.5526
C  -0.759  6.235  5.918  -0.2849
F  0.547  6.432  5.657  0.1028
F  -0.863  5.535  7.068  0.1042
F  -0.925  4.182  4.718  0.1416
F  -2.724  5.333  5.083  0.1551
H  -1.001  6.023  1.648  0.1498
H  -0.820  4.468  2.401  0.1436
H  1.720  3.773  2.439  0.1600
H  -1.253  7.202  6.032  0.1784
C  -6.085  -0.935  -3.366  -0.0441
C  -5.545  -0.706  -1.944  -0.4411
C  -4.436  -1.634  -1.448  -0.3067
F  -4.843  -2.920  -1.393  0.0970
F  -4.092  -1.266  -0.188  0.0875
F  -6.569  -0.708  -1.070  0.1413
F  -5.005  0.546  -1.934  0.1069
O  -7.288  -1.659  -3.491  0.0553
C  -7.281  -3.025  -3.553  -0.5536
C  -8.026  -3.633  -2.367  -0.2845
F  -7.448  -3.261  -1.208  0.1009
F  -7.968  -4.978  -2.459  0.1042
F  -6.031  -3.511  -3.663  0.1466
F  -7.945  -3.378  -4.669  0.1554
H  -6.337  0.056  -3.733  0.1503
H  -5.315  -1.315  -4.036  0.1463
H  -3.560  -1.567  -2.090  0.1533
H  -9.069  -3.310  -2.368  0.1783

Computed properties:
- Kohn-Sham gap: 8.5 eV
- Net charge: +1
- HOMO: -13.06 eV